1.
Molecular formula: C65H64F21OP2S
Method: DFT, the ωB97M-V functional and the def2-TZVPD basis

XYZ file:
```
154
Properties=species:S:1:pos:R:3
C 3.42 1.50 3.47
C 1.98 2.00 3.94
P 0.78 0.61 4.34
C -0.19 1.34 5.81
P -0.71 0.19 2.77
O -2.07 -0.03 1.64
C -1.82 -0.66 4.13
C -2.62 -1.89 3.56
C -4.13 -1.62 3.31
F -4.83 -2.15 4.41
F -4.41 -0.26 3.34
C -4.72 -2.34 2.04
F -3.85 -2.50 1.02
F -5.08 -3.62 2.46
C -6.08 -1.70 1.50
F -6.73 -2.76 0.86
F -6.83 -1.37 2.58
C -5.88 -0.58 0.42
F -5.61 -1.23 -0.76
F -4.78 0.19 0.62
S -7.33 0.58 0.10
F -7.28 1.20 1.58
F -6.28 1.76 -0.36
F -7.37 0.13 -1.49
F -8.44 -0.53 0.46
F -8.54 1.61 -0.24
C 0.36 0.83 1.33
C 1.54 -0.07 0.87
C 1.97 0.04 -0.56
C 3.06 -0.70 -1.11
C 3.82 -1.61 -0.27
C 3.39 -1.76 1.09
C 4.20 -2.78 1.97
C 2.27 -1.02 1.66
H 3.52 1.46 2.36
H 3.54 0.46 3.86
H 4.22 2.10 3.97
H 2.19 2.51 4.92
H 1.57 2.81 3.28
H 0.48 2.08 6.31
H -1.07 1.92 5.43
H -0.50 0.56 6.54
H -0.22 -1.16 2.51
H -1.30 1.51 3.05
H -2.60 0.78 1.66
H -2.43 0.06 4.72
H -1.08 -1.10 4.86
H -2.07 -2.33 2.70
H -2.58 -2.68 4.36
H -0.32 0.88 0.44
H 0.68 1.90 1.46
H 1.43 0.71 -1.24
H 3.33 -0.55 -2.18
H 4.67 -2.14 -0.73
H 4.99 -2.17 2.49
H 3.47 -3.22 2.69
H 4.68 -3.57 1.34
H 1.98 -1.17 2.72
F 4.99 0.53 5.57
C 5.98 1.04 6.31
C 7.03 0.23 6.70
C 8.06 0.76 7.46
C 8.02 2.10 7.84
C 6.96 2.90 7.45
C 5.93 2.37 6.68
H 7.04 -0.82 6.40
H 8.89 0.14 7.76
H 8.83 2.52 8.44
H 6.93 3.95 7.74
H 5.10 2.99 6.35
F 2.99 -3.95 -1.33
C 1.70 -4.27 -1.19
C 1.27 -4.86 -0.01
C -0.07 -5.19 0.14
C -0.97 -4.94 -0.89
C -0.53 -4.35 -2.07
C 0.81 -4.01 -2.22
H 1.99 -5.06 0.77
H -0.41 -5.64 1.06
H -2.01 -5.20 -0.77
H -1.23 -4.15 -2.87
H 1.17 -3.54 -3.13
F -3.45 -4.87 -2.32
C -4.64 -5.49 -2.38
C -5.77 -4.81 -1.97
C -7.00 -5.45 -2.03
C -7.09 -6.75 -2.50
C -5.94 -7.42 -2.90
C -4.71 -6.78 -2.85
H -5.69 -3.80 -1.60
H -7.90 -4.92 -1.72
H -8.05 -7.25 -2.54
H -6.01 -8.44 -3.26
H -3.81 -7.29 -3.17
F 1.23 2.45 -0.56
C 1.83 3.65 -0.51
C 1.27 4.73 -1.18
C 1.90 5.96 -1.12
C 3.08 6.11 -0.41
C 3.64 5.02 0.25
C 3.01 3.78 0.21
H 0.36 4.59 -1.74
H 1.47 6.81 -1.63
H 3.57 7.07 -0.37
H 4.56 5.13 0.81
H 3.42 2.92 0.72
F -6.39 -10.29 -8.40
C -6.34 -9.06 -7.87
C -5.33 -8.20 -8.27
C -5.27 -6.92 -7.73
C -6.21 -6.52 -6.79
C -7.22 -7.40 -6.39
C -7.28 -8.67 -6.94
H -4.60 -8.53 -9.00
H -4.49 -6.23 -8.04
H -6.16 -5.53 -6.36
H -7.95 -7.09 -5.66
H -8.06 -9.37 -6.65
F -10.01 -4.53 -12.91
C -9.49 -4.47 -11.67
C -8.81 -5.56 -11.17
C -8.26 -5.50 -9.89
C -8.43 -4.35 -9.13
C -9.12 -3.26 -9.64
C -9.66 -3.32 -10.92
H -8.70 -6.45 -11.78
H -7.72 -6.35 -9.49
H -8.01 -4.31 -8.13
H -9.25 -2.37 -9.04
H -10.20 -2.48 -11.34
F 3.31 8.89 -0.05
C 4.29 9.42 0.72
C 5.30 8.60 1.19
C 6.30 9.14 1.98
C 6.28 10.50 2.30
C 5.26 11.31 1.82
C 4.26 10.77 1.02
H 5.29 7.54 0.94
H 7.10 8.51 2.35
H 7.06 10.92 2.92
H 5.24 12.36 2.07
H 3.46 11.39 0.63
F 9.02 8.84 4.30
C 10.10 8.52 3.56
C 11.20 7.95 4.18
C 12.31 7.62 3.42
C 12.32 7.87 2.05
C 11.21 8.45 1.44
C 10.09 8.77 2.20
H 11.18 7.78 5.25
H 13.18 7.17 3.89
H 13.19 7.62 1.46
H 11.21 8.64 0.38
H 9.21 9.21 1.74
```

2S+1: 1
Total charge: -1
Lowest unoccupied orbital energy in eV: 1.5416
Maximum force in eV/Å: 3.3
E_HOMO in Eh: -0.1394
Frontier orbital gap in Ha: 0.19609

---

2.
Molecular formula: C65H65N13
Method: DFT, the ωB97M-V functional and the def2-TZVPD basis

XYZ file:
```
143
Properties=species:S:1:pos:R:3
N 1.35 -7.52 0.16
C 1.55 -8.85 0.36
C 0.59 -9.57 1.07
C -0.54 -8.95 1.55
C -0.69 -7.59 1.27
C 0.25 -6.93 0.46
H 2.50 -9.24 0.00
H 0.75 -10.62 1.33
H -1.29 -9.51 2.22
H -1.62 -7.09 1.71
H 0.12 -5.91 0.13
N 3.12 0.93 -3.89
C 4.27 0.42 -3.48
C 4.49 -0.95 -3.27
C 3.42 -1.78 -3.46
C 2.23 -1.27 -3.98
C 2.13 0.07 -4.18
H 5.03 1.12 -3.18
H 5.48 -1.25 -2.86
H 3.49 -2.80 -3.23
H 1.38 -1.86 -4.26
H 1.30 0.62 -4.69
N -4.64 1.69 -2.14
C -5.65 0.79 -2.04
C -5.80 -0.03 -0.91
C -4.88 -0.03 0.14
C -3.82 0.90 0.05
C -3.79 1.71 -1.09
H -6.36 0.92 -2.88
H -6.69 -0.64 -0.86
H -5.04 -0.65 1.00
H -3.04 0.97 0.88
H -2.97 2.39 -1.21
N 1.95 3.80 5.27
C 0.95 3.18 5.89
C 0.71 1.84 5.65
C 1.54 1.06 4.89
C 2.53 1.76 4.22
C 2.67 3.16 4.41
H 0.28 3.73 6.57
H -0.11 1.34 6.15
H 1.37 0.01 4.81
H 3.20 1.33 3.50
H 3.43 3.65 3.82
N 4.20 1.60 0.98
C 4.35 2.75 1.52
C 3.93 3.93 0.97
C 3.19 3.91 -0.22
C 3.11 2.72 -0.91
C 3.58 1.60 -0.21
H 4.99 2.76 2.42
H 4.03 4.86 1.48
H 2.86 4.79 -0.77
H 2.71 2.65 -1.89
H 3.46 0.60 -0.53
N -1.32 -0.71 -4.89
C -1.04 -0.60 -6.18
C -1.79 0.17 -7.06
C -2.89 0.82 -6.51
C -3.22 0.67 -5.19
C -2.41 -0.13 -4.42
H -0.14 -0.98 -6.59
H -1.47 0.35 -8.11
H -3.53 1.45 -7.08
H -4.06 1.14 -4.73
H -2.65 -0.38 -3.39
N -0.54 1.66 0.07
C -0.45 1.01 -1.09
C 0.35 -0.07 -1.29
C 1.06 -0.66 -0.24
C 0.90 -0.05 1.02
C 0.14 1.11 1.10
H -1.01 1.32 -1.97
H 0.28 -0.54 -2.24
H 1.66 -1.59 -0.34
H 1.38 -0.52 1.91
H 0.00 1.68 2.01
N -3.18 -3.26 -1.15
C -1.96 -2.74 -1.20
C -0.82 -3.36 -1.65
C -1.00 -4.57 -2.34
C -2.27 -5.05 -2.38
C -3.34 -4.42 -1.75
H -1.96 -1.77 -0.66
H 0.14 -2.83 -1.61
H -0.19 -5.27 -2.60
H -2.55 -5.99 -2.98
H -4.31 -4.97 -1.68
N -2.66 2.11 3.11
C -2.22 3.14 2.48
C -2.79 4.45 2.62
C -3.82 4.64 3.48
C -4.25 3.47 4.19
C -3.57 2.30 4.04
H -1.46 2.94 1.78
H -2.32 5.26 2.02
H -4.32 5.62 3.50
H -5.09 3.42 4.83
H -3.89 1.42 4.59
N 1.18 6.43 0.46
C 1.79 7.35 1.19
C 1.98 7.16 2.56
C 1.53 6.05 3.22
C 0.89 5.07 2.42
C 0.79 5.27 1.03
H 2.26 8.17 0.64
H 2.42 7.97 3.07
H 1.73 6.03 4.29
H 0.53 4.16 2.85
H 0.36 4.60 0.30
N -0.52 -2.04 4.28
C -0.56 -3.32 4.04
C -1.38 -3.87 3.07
C -2.03 -3.07 2.19
C -2.05 -1.73 2.47
C -1.32 -1.26 3.58
H 0.06 -4.02 4.65
H -1.40 -4.94 2.97
H -2.66 -3.44 1.33
H -2.66 -0.99 1.96
H -1.43 -0.17 3.83
N 2.68 -3.81 -0.33
C 3.76 -4.52 -0.58
C 4.21 -5.48 0.34
C 3.59 -5.56 1.56
C 2.42 -4.80 1.82
C 1.99 -3.97 0.79
H 4.16 -4.19 -1.54
H 5.01 -6.18 0.09
H 3.91 -6.38 2.22
H 1.97 -4.87 2.79
H 1.06 -3.42 0.91
N -0.21 2.91 -3.90
C -1.21 3.43 -3.28
C -1.19 4.60 -2.50
C -0.07 5.46 -2.65
C 1.00 4.85 -3.28
C 0.93 3.62 -3.89
H -2.15 2.84 -3.33
H -2.15 4.88 -2.10
H 0.04 6.44 -2.14
H 1.99 5.38 -3.31
H 1.78 3.15 -4.32
```

2S+1: 1
ΔE to the lowest compared entry with this formula, charge and spin in kJ/mol: 189.7
Lowest unoccupied orbital energy in eV: 0.6000
Maximum force in eV/Å: 3.7
E_HOMO in Eh: -0.3309
Frontier orbital gap in Ha: 0.35291

---

> Among the records above, which one has the lowest lowest unoccupied orbital energy?

C65H65N13

---

> Among the records above, which one has the lowest lowest unoccupied orbital energy?

C65H65N13